Below is 12 unconnected molecules or ions with the total composition C44H88O18S2 at a distorted geometry, with properties calculated with the ωB97M-V functional and the def2-TZVPD basis.

Results
Molecular weight, g/mol: 969.30
SMILES: O=S1(=O)OCCO1.O=S1(=O)OCCO1.C1CCOC1.C1CCOC1.C1CCOC1.C1CCOC1.C1CCOC1.C1CCOC1.C1CCOC1.C1CCOC1.C1CCOC1.C1CCOC1
Net charge: 0
HOMO level, eV: -9.0265
E_tot, eV: -105572.658

Atoms and positions in Å:
O  5.32068  5.20852  0.46274
S  3.90047  5.01208  0.62258
O  3.12510  6.09181  1.14499
O  3.25833  4.59286  -0.82700
C  2.62815  3.33774  -0.71725
C  3.28775  2.55018  0.37901
O  3.67134  3.56152  1.34212
H  1.56079  3.45460  -0.52331
H  2.74903  2.81619  -1.66813
H  4.22684  2.09720  0.03703
H  2.70335  1.75881  0.83654
O  -2.46057  0.98968  4.70076
S  -1.55868  -0.12325  4.83396
O  -0.31008  0.06552  5.50271
O  -2.37581  -1.45188  5.36325
C  -2.75547  -2.37336  4.34098
C  -2.24322  -1.72484  3.02945
O  -1.22877  -0.80514  3.39950
H  -2.13593  -3.23449  4.60159
H  -3.79184  -2.69942  4.33247
H  -3.09131  -1.19585  2.58930
H  -1.79402  -2.44050  2.35390
C  -3.05152  -2.90314  -3.67304
C  -2.94363  -4.24175  -4.34436
C  -3.23640  -3.84123  -5.84638
O  -2.97770  -2.44494  -5.90478
C  -2.46997  -1.95343  -4.67165
H  -2.41740  -2.83236  -2.77651
H  -4.04670  -2.65547  -3.30227
H  -3.62287  -5.01705  -3.99274
H  -1.94430  -4.67379  -4.25336
H  -4.30279  -4.04207  -5.97135
H  -2.66578  -4.40039  -6.58359
H  -2.78268  -0.91439  -4.54630
H  -1.37252  -1.92236  -4.64668
C  -0.79125  3.53098  3.73092
C  -1.35575  4.95747  3.70015
C  -0.04695  5.63194  4.09843
O  0.88949  5.05543  3.22200
C  0.58117  3.65409  3.08843
H  -1.37532  2.81307  3.14172
H  -0.84953  3.05321  4.70680
H  -2.15316  5.10212  4.43330
H  -1.75830  5.30878  2.75099
H  0.18264  5.33865  5.13254
H  -0.05100  6.71839  4.01652
H  1.31051  2.98111  3.54949
H  0.61869  3.49785  2.00745
C  -0.58949  -6.01906  0.85924
C  -0.91851  -7.16501  1.79385
C  -1.46884  -6.45718  3.03314
O  -1.41200  -5.05132  2.78267
C  -0.41729  -4.80120  1.78289
H  -1.42995  -5.81824  0.19160
H  0.28341  -6.22803  0.24029
H  -0.02514  -7.67737  2.15359
H  -1.66888  -7.87994  1.46716
H  -0.82218  -6.60692  3.90257
H  -2.50139  -6.74732  3.22245
H  0.60729  -4.80937  2.17349
H  -0.60999  -3.82661  1.33999
C  -1.21295  0.28916  -0.46217
C  -0.03081  -0.48956  -1.05556
C  0.86941  -0.60115  0.15422
O  0.76628  0.70554  0.74297
C  -0.57274  1.20884  0.56445
H  -1.89356  -0.41153  0.02484
H  -1.70857  0.80010  -1.28355
H  0.40741  0.08995  -1.87063
H  -0.38167  -1.46118  -1.40957
H  1.92129  -0.74741  -0.07241
H  0.44492  -1.41484  0.75348
H  -0.44793  2.15926  0.03716
H  -1.14015  1.31684  1.48530
C  -0.20351  3.17398  -4.89059
C  0.31797  4.61913  -4.98048
C  1.22334  4.69972  -3.74676
O  0.59284  3.92066  -2.76115
C  0.01978  2.78040  -3.41865
H  0.40501  2.47049  -5.45666
H  -1.23280  3.23792  -5.24195
H  -0.50139  5.34013  -4.94158
H  0.75544  4.84178  -5.95520
H  1.24832  5.75554  -3.47338
H  2.23381  4.32596  -3.94650
H  -0.84863  2.41082  -2.87111
H  0.76186  1.97209  -3.36742
C  -4.54810  4.57565  -0.76001
C  -3.97777  4.78866  0.67111
C  -3.07461  3.55220  0.89526
O  -2.96029  2.95577  -0.38599
C  -3.47414  3.75732  -1.43676
H  -4.77361  5.54365  -1.20236
H  -5.45595  3.98333  -0.61513
H  -4.66132  4.94617  1.50193
H  -3.38132  5.70098  0.56919
H  -3.59011  2.84954  1.54972
H  -2.08420  3.81291  1.26199
H  -3.82172  3.19294  -2.29919
H  -2.64483  4.41704  -1.72806
C  4.44451  -4.11083  1.34700
C  3.10843  -3.69912  0.76746
C  2.93896  -4.74502  -0.31016
O  4.22813  -4.89873  -0.88445
C  5.22249  -4.68408  0.13418
H  4.33684  -4.91464  2.08282
H  4.97709  -3.35908  1.92908
H  3.18724  -2.67794  0.38888
H  2.20850  -3.72224  1.38372
H  2.20876  -4.39038  -1.04428
H  2.56557  -5.72078  0.01982
H  5.90993  -3.95788  -0.30542
H  5.84480  -5.52502  0.44343
C  4.04416  -0.66748  2.62339
C  4.32596  0.04194  3.93117
C  5.87638  0.09322  4.00146
O  6.33588  -0.58364  2.83901
C  5.35097  -0.47944  1.84176
H  3.21100  -0.28937  2.02953
H  3.93627  -1.73590  2.81909
H  3.99206  -0.39633  4.86594
H  4.05697  1.09196  3.78707
H  6.28203  -0.43339  4.86669
H  6.28119  1.10975  4.02273
H  5.51637  -1.19538  1.03215
H  5.38551  0.47542  1.29310
C  -6.39436  -0.30623  -0.99462
C  -6.53305  0.77744  0.04927
C  -5.47076  0.41079  1.07031
O  -4.41272  -0.16841  0.30513
C  -4.85291  -0.46444  -1.02157
H  -6.82238  -0.12777  -1.97684
H  -6.80357  -1.22617  -0.56736
H  -7.49011  0.97014  0.54228
H  -6.31820  1.77245  -0.35730
H  -5.83122  -0.33509  1.78967
H  -5.11355  1.25110  1.66517
H  -4.59740  -1.49527  -1.25060
H  -4.47226  0.29948  -1.70215
C  2.86162  -1.50759  -3.09368
C  3.50617  -0.44025  -2.19728
C  4.63913  0.15048  -3.02945
O  4.12606  0.04179  -4.35445
C  3.35943  -1.12942  -4.50998
H  1.77418  -1.49464  -3.08053
H  3.24159  -2.48330  -2.78468
H  3.82592  -0.82243  -1.22735
H  2.77649  0.36404  -2.06037
H  5.59853  -0.32658  -2.80761
H  4.72678  1.22751  -2.89189
H  3.95653  -1.92244  -4.97303
H  2.51890  -0.91074  -5.17089